This record from the OMol25 dataset describes a structure of composition C34H26BiBrN6O4. The level of theory is ωB97M-V/def2-TZVPD.

The value obtained for the HOMO-LUMO gap is 7.532 eV.

CARTESIAN COORDINATES (ANGSTROEM)
Bi1 0.4687 -0.7110 -2.0259
O1 -1.4698 -4.2376 -3.6479
C1 -1.0503 -3.1180 -3.3978
N1 0.0592 -2.7824 -2.6714
C2 0.8655 -3.7602 -2.0016
C3 0.6812 -5.1399 -2.1387
C4 1.4969 -6.0432 -1.4746
C5 2.5221 -5.5891 -0.6688
C6 2.7306 -4.2259 -0.5189
C7 1.9141 -3.2929 -1.1693
N2 2.1127 -1.8728 -1.0910
C8 2.9764 -1.2829 -0.2101
O2 3.6121 -1.8261 0.6822
C9 3.1640 0.2294 -0.3420
C10 3.8408 0.9026 0.6660
C11 4.0777 2.2586 0.5146
C12 3.6440 2.8988 -0.6378
C13 2.9749 2.1527 -1.5899
N3 2.7295 0.8441 -1.4417
C14 -1.8751 -1.9655 -3.9621
C15 -3.1074 -2.2329 -4.5380
C16 -3.8102 -1.1861 -5.1085
C17 -3.2664 0.0928 -5.0964
C18 -2.0413 0.2770 -4.4856
N4 -1.3653 -0.7363 -3.9288
H1 -0.1099 -5.5023 -2.7658
H2 1.3220 -7.1055 -1.6001
H3 3.1677 -6.2867 -0.1459
H4 3.5278 -3.8742 0.1079
H5 4.1810 0.3409 1.5251
H6 4.6029 2.8124 1.2840
H7 3.8196 3.9578 -0.7976
H8 2.6205 2.6089 -2.5075
H9 -3.4737 -3.2504 -4.5290
H10 -4.7753 -1.3652 -5.5690
H11 -3.7835 0.9335 -5.5464
H12 -1.5792 1.2597 -4.4296
O3 -3.1648 -2.1846 0.5564
C19 -2.4464 -2.4650 1.6715
C20 -3.0214 -3.3126 2.6129
C21 -2.3468 -3.6247 3.7815
C22 -1.0808 -3.1043 4.0299
C23 -0.5048 -2.2672 3.0866
C24 -1.1747 -1.9261 1.9143
C25 -0.4897 -1.0035 0.9359
O4 -0.8270 -1.2718 -0.3908
N5 -0.8855 0.3874 1.2944
N6 -0.5734 1.3703 0.4543
C26 -0.6655 2.5775 0.8762
C27 -0.5373 3.7488 0.0027
Br1 -0.7251 3.4295 -1.8690
C28 -0.4205 5.0248 0.3758
C29 -0.2559 5.5260 1.7627
C30 -0.9276 6.6956 2.1339
C31 -0.8359 7.1920 3.4261
C32 -0.0513 6.5397 4.3706
C33 0.6559 5.4025 4.0042
C34 0.5581 4.9023 2.7122
H13 -2.5484 -1.7862 -0.0887
H14 -4.0021 -3.7248 2.3981
H15 -2.8070 -4.2938 4.5002
H16 -0.5456 -3.3600 4.9370
H17 0.4999 -1.8771 3.2477
H18 0.5792 -1.1166 1.1027
H19 -0.9732 0.6041 2.2787
H20 -0.9294 2.7830 1.9118
H21 -0.4955 5.7834 -0.3975
H22 -1.5359 7.2130 1.3948
H23 -1.3771 8.0921 3.6964
H24 0.0152 6.9221 5.3822
H25 1.2951 4.9056 4.7264
H26 1.1410 4.0361 2.4263

Mulliken charges in e: atom 1 (Bi): 1.230, atom 2 (O): -0.725, atom 3 (C): 0.443, atom 4 (N): -0.096, atom 5 (C): 0.393, atom 6 (C): -0.734, atom 7 (C): -0.700, atom 8 (C): -0.700, atom 9 (C): -0.745, atom 10 (C): 0.578, atom 11 (N): -0.125, atom 12 (C): 0.220, atom 13 (O): -0.720, atom 14 (C): 0.498, atom 15 (C): -0.504, atom 16 (C): -0.448, atom 17 (C): -0.574, atom 18 (C): -0.382, atom 19 (N): -0.255, atom 20 (C): 0.370, atom 21 (C): -0.581, atom 22 (C): -0.321, atom 23 (C): -0.711, atom 24 (C): -0.190, atom 25 (N): -0.209, atom 26 (H): 0.554, atom 27 (H): 0.392, atom 28 (H): 0.392, atom 29 (H): 0.481, atom 30 (H): 0.491, atom 31 (H): 0.466, atom 32 (H): 0.424, atom 33 (H): 0.440, atom 34 (H): 0.457, atom 35 (H): 0.427, atom 36 (H): 0.379, atom 37 (H): 0.419, atom 38 (O): -0.714, atom 39 (C): 0.430, atom 40 (C): -0.612, atom 41 (C): -0.351, atom 42 (C): -0.838, atom 43 (C): -0.332, atom 44 (C): -0.251, atom 45 (C): 1.137, atom 46 (O): -0.717, atom 47 (N): 0.032, atom 48 (N): -0.135, atom 49 (C): -0.528, atom 50 (C): 0.303, atom 51 (Br): -0.208, atom 52 (C): -0.921, atom 53 (C): 0.435, atom 54 (C): -0.424, atom 55 (C): -0.521, atom 56 (C): -0.417, atom 57 (C): -0.586, atom 58 (C): -0.326, atom 59 (H): 0.264, atom 60 (H): 0.432, atom 61 (H): 0.370, atom 62 (H): 0.400, atom 63 (H): 0.419, atom 64 (H): -0.129, atom 65 (H): 0.382, atom 66 (H): 0.559, atom 67 (H): 0.410, atom 68 (H): 0.392, atom 69 (H): 0.368, atom 70 (H): 0.374, atom 71 (H): 0.383, atom 72 (H): 0.586

---

This record from the OMol25 dataset describes a structure of composition C34H26Cl3N7NaP in a non-equilibrium geometry. The level of theory is ωB97M-V/def2-TZVPD.

The value obtained for the HOMO-LUMO gap is 4.562 eV.

CARTESIAN COORDINATES (ANGSTROEM)
Na1 -16.8223 8.5140 7.0662
N1 -20.1631 7.6518 3.6782
C1 -19.1969 8.1048 4.4436
N2 -19.1540 8.3086 5.7326
C2 -20.3688 8.1894 6.4074
N3 -20.4949 8.3560 7.7446
N4 -19.3350 8.7468 8.2465
C3 -19.1213 9.0425 9.4998
C4 -17.8099 9.3153 10.0981
C5 -17.7589 9.8115 11.4999
C6 -16.6062 9.6585 12.2502
C7 -15.4238 9.2801 11.5128
C8 -15.4749 9.1093 10.1558
N5 -16.6621 9.1485 9.4647
C9 -21.5090 7.5927 5.7203
C10 -22.7224 7.2658 6.3075
C11 -23.7951 6.7280 5.6039
C12 -23.6496 6.5405 4.2789
C13 -22.5718 7.0681 3.5865
C14 -21.4317 7.4154 4.2891
H1 -20.1108 7.7448 2.6778
H2 -18.3156 8.4657 3.9160
H3 -19.9331 8.8653 10.2249
H4 -18.7392 10.2159 11.8774
H5 -16.4794 9.9151 13.3081
H6 -14.3990 9.2249 11.9363
H7 -14.5041 9.0129 9.6109
H8 -22.8735 7.3381 7.4183
H9 -24.7960 6.5494 6.1211
H10 -24.3490 5.9464 3.6815
H11 -22.4634 6.8873 2.5307
Cl1 -15.3487 2.8037 6.8402
C15 -14.2222 4.3520 7.1268
Cl2 -13.3571 4.1670 8.6009
Cl3 -13.1186 4.5449 5.7341
C16 -15.1011 5.5184 7.1071
N6 -15.6742 6.5582 7.0506
N7 -15.6697 9.5132 5.2608
P1 -14.8341 10.2262 4.1392
C17 -14.6235 12.0640 4.5314
C18 -14.1320 12.4406 5.8864
C19 -13.6662 13.7152 6.0512
C20 -13.7396 14.6862 4.9954
C21 -14.2985 14.3148 3.8000
C22 -14.6643 12.9986 3.5189
C23 -13.2438 9.4846 4.4092
C24 -12.1644 10.0857 3.7484
C25 -10.8730 9.6948 4.0017
C26 -10.6771 8.6206 4.8938
C27 -11.6656 7.9884 5.5357
C28 -13.0062 8.4240 5.3657
C29 -15.6940 10.2082 2.5606
C30 -17.0380 10.4738 2.4905
C31 -17.7232 10.4872 1.2683
C32 -17.0342 10.3017 0.0714
C33 -15.6732 9.9290 0.1584
C34 -14.9995 9.9324 1.3942
H12 -14.0602 11.6722 6.6263
H13 -13.3635 14.0826 7.0251
H14 -13.4056 15.7155 5.1562
H15 -14.5038 15.0129 2.9851
H16 -14.9227 12.6534 2.4965
H17 -12.3734 10.8684 3.0388
H18 -10.0423 10.2464 3.5249
H19 -9.6262 8.3213 5.2445
H20 -11.5299 7.0325 6.0419
H21 -13.8321 7.9584 5.8785
H22 -17.5466 10.7374 3.4403
H23 -18.8089 10.5292 1.3808
H24 -17.4619 10.5195 -0.9165
H25 -15.1826 9.5348 -0.7497
H26 -13.9859 9.6843 1.4138

Mulliken charges in e: atom 1 (Na): 1.036, atom 2 (N): 0.002, atom 3 (C): -0.742, atom 4 (N): -0.083, atom 5 (C): -0.011, atom 6 (N): -0.865, atom 7 (N): 0.306, atom 8 (C): -0.543, atom 9 (C): 0.762, atom 10 (C): -0.702, atom 11 (C): -0.331, atom 12 (C): -0.444, atom 13 (C): -0.226, atom 14 (N): -0.221, atom 15 (C): 0.693, atom 16 (C): -0.134, atom 17 (C): -0.614, atom 18 (C): -0.295, atom 19 (C): -0.796, atom 20 (C): 0.170, atom 21 (H): 0.307, atom 22 (H): 0.732, atom 23 (H): 0.321, atom 24 (H): 0.331, atom 25 (H): 0.383, atom 26 (H): 0.303, atom 27 (H): 0.381, atom 28 (H): 0.335, atom 29 (H): 0.302, atom 30 (H): 0.359, atom 31 (H): 0.331, atom 32 (Cl): -0.135, atom 33 (C): 0.670, atom 34 (Cl): -0.065, atom 35 (Cl): -0.053, atom 36 (C): -0.070, atom 37 (N): -0.517, atom 38 (N): -0.465, atom 39 (P): 0.337, atom 40 (C): 0.329, atom 41 (C): -0.855, atom 42 (C): -0.396, atom 43 (C): -0.512, atom 44 (C): -0.460, atom 45 (C): -0.114, atom 46 (C): -0.025, atom 47 (C): -0.247, atom 48 (C): -0.840, atom 49 (C): -0.304, atom 50 (C): -0.407, atom 51 (C): 0.028, atom 52 (C): -0.169, atom 53 (C): -0.295, atom 54 (C): -0.571, atom 55 (C): -0.550, atom 56 (C): -0.535, atom 57 (C): -0.310, atom 58 (H): 0.467, atom 59 (H): 0.343, atom 60 (H): 0.344, atom 61 (H): 0.332, atom 62 (H): 0.255, atom 63 (H): 0.432, atom 64 (H): 0.346, atom 65 (H): 0.214, atom 66 (H): 0.364, atom 67 (H): 0.234, atom 68 (H): 0.539, atom 69 (H): 0.402, atom 70 (H): 0.378, atom 71 (H): 0.353, atom 72 (H): 0.481

---

HOMO level in eV, matching the order above: -7.71; -5.34
Energy above the lowest of the compared OMol25 structures with the same formula, charge and spin in kJ/mol, matching the order above: 8.1; 83.2